# 1
DFT (ωB97M-V/def2-TZVPD) results for one molecule with the formula C2H5NS2.

Geometry as XYZ:
```
10
Properties=species:S:1:pos:R:3
S 0.51056 -1.81728 0.00092
S -2.64372 -0.64505 0.07204
N 0.02391 -0.17160 0.02763
C 1.10523 0.74138 0.07668
C -1.21964 0.18025 -0.13567
H -0.65973 -2.47668 -0.05079
H 1.47431 0.81520 1.15006
H 0.78574 1.79372 -0.20626
H 1.96090 0.35598 -0.55848
H -1.33756 1.22408 -0.37612
```

Values from the calculation:
**Orbital gap**: 0.333 Ha
**ΔE to the lowest compared entry with this formula, charge and spin**: 33.0 kcal per mole
**LUMO**: 0.6 eV
**Multiplicity**: 1

Atomic partial charges in e from the natural (NBO) method, atoms 1 to 6:
1. S 0.16
2. S -0.19
3. N -0.51
4. C -0.42
5. C -0.06
6. H 0.17

# 2
DFT (ωB97M-V/def2-TZVPD) results for a 2-piece molecular cluster, C5H13NO overall.

Geometry as XYZ:
```
20
Properties=species:S:1:pos:R:3
O 2.61672 -0.90937 2.88190
N -1.65806 1.07328 -0.48145
C 0.75641 -1.53351 -1.12869
C -1.00287 -0.09770 0.11186
C 0.46337 -0.29681 -0.28799
C -1.67022 2.29442 0.24903
C 0.46205 -1.58858 -2.41331
H -1.60096 1.03143 -1.48450
H 0.82819 0.62134 -0.73121
H 0.08445 -0.77359 -3.02856
H 2.52587 -0.08532 3.37162
H -0.95276 3.07197 -0.07190
H -1.60928 2.07068 1.31398
H 3.14331 -1.49347 3.45689
H -2.62201 2.85067 0.16898
H -1.16260 -0.08966 1.19990
H -1.62750 -0.94211 -0.15484
H 0.71062 -2.47686 -2.98636
H 1.22557 -2.33479 -0.56958
H 1.08970 -0.39203 0.58422
```

Values from the calculation:
**Orbital gap**: 0.322 Ha
**ΔE to the lowest compared entry with this formula, charge and spin**: 51.8 kcal per mole
**LUMO**: 0.7 eV
**Multiplicity**: 1

Atomic partial charges in e from the natural (NBO) method, atoms 1 to 6:
1. O -0.94
2. N -0.65
3. C -0.16
4. C -0.21
5. C -0.49
6. C -0.40

# 3
DFT (ωB97M-V/def2-TZVPD) results for a 3-piece molecular cluster, C4H8O3 overall.

Geometry as XYZ:
```
15
Properties=species:S:1:pos:R:3
O 1.71250 1.55230 2.01562
O 1.91268 -0.81427 0.36237
O -1.59815 -1.17330 -0.48258
C 0.04584 0.10431 -1.64220
C -0.29414 -0.75854 -0.46951
C 0.57318 -1.11797 0.48057
C 0.66385 1.92123 1.77306
H 0.39301 -0.49899 -2.48770
H 0.83953 0.80766 -1.38072
H -0.84331 0.65610 -1.96041
H -1.74327 -1.78266 0.25397
H -1.71662 1.64355 0.69800
H 2.20430 -0.37047 1.16944
H 0.27835 -1.74726 1.32408
H -2.11928 1.15031 0.31331
```

Values from the calculation:
**Orbital gap**: 0.339 Ha
**ΔE to the lowest compared entry with this formula, charge and spin**: 68.3 kcal per mole
**LUMO**: 0.8 eV
**Multiplicity**: 1

Atomic partial charges in e from the natural (NBO) method, atoms 1 to 6:
1. O -0.54
2. O -0.70
3. O -0.68
4. C -0.67
5. C 0.28
6. C -0.02

# 4
DFT (ωB97M-V/def2-TZVPD) results for an isolated ion of composition C11H18N3O3S and charge -1.

Geometry as XYZ:
```
36
Properties=species:S:1:pos:R:3
S 1.31121 -1.14115 -2.75501
O 2.24303 2.61659 0.84263
O -1.80755 -3.03616 0.66364
O -2.55925 0.29214 0.03157
N -0.51357 0.91516 0.84003
N 2.40029 1.00621 -0.72712
N -1.44166 -1.99905 -1.32283
C -1.09783 1.88570 1.77403
C -0.59676 -0.90062 -0.87480
C 0.88659 0.90910 2.70427
C 1.90828 1.49287 0.41531
C -2.87616 -4.01374 -1.12521
C 3.29599 1.76733 -1.57197
C -0.09170 -0.19819 -2.12310
C -0.04983 2.11460 2.88616
C -1.99269 -2.93477 -0.52775
C -1.30811 0.13841 0.05255
C 0.89964 0.63017 1.21456
H -0.53345 2.06773 3.88676
H -2.00716 1.42124 2.16754
H -1.58661 -2.02343 -2.28167
H 1.20472 -0.42334 1.12050
H 4.20639 2.04284 -1.04868
H 0.20847 -1.35441 -0.30185
H -1.31353 2.81734 1.25558
H -3.76486 -3.53459 -1.47472
H 0.22437 0.85340 -1.99249
H 0.49591 3.04741 2.72114
H 1.85009 1.11124 3.15194
H -0.87384 -0.20369 -2.88544
H -3.16329 -4.77634 -0.38116
H 2.74760 2.61016 -2.02612
H 2.06016 0.10314 -1.11828
H 0.42154 -0.00482 3.19282
H -2.35004 -4.45431 -1.98321
H 3.56363 1.15583 -2.39964
```

Values from the calculation:
**Orbital gap**: 0.255 Ha
**Total charge**: -1
**ΔE to the lowest compared entry with this formula, charge and spin**: 0.0 kcal per mole
**LUMO**: 3.3 eV
**Multiplicity**: 1

Atomic partial charges in e from the natural (NBO) method, atoms 1 to 6:
1. S -0.65
2. O -0.69
3. O -0.65
4. O -0.66
5. N -0.44
6. N -0.64

# 5
DFT (ωB97M-V/def2-TZVPD) results for a 7-piece molecular cluster, C35H37BrFN6O6P overall.

Geometry as XYZ:
```
87
Properties=species:S:1:pos:R:3
Br -1.71186 2.61326 -2.57345
P -3.23972 -0.27334 -1.03120
F -0.04775 0.00535 -1.78511
O -2.66336 2.68440 0.06298
O -2.93468 -1.80451 -0.68046
O -4.35002 0.19990 0.01900
O -2.94497 2.44810 2.29660
O -2.00975 0.80897 1.07612
O -3.56702 -0.03657 -2.43565
N 2.54258 1.45142 8.00917
N -1.14693 2.79097 -5.52414
N 1.71942 2.99084 -2.09959
N 1.17556 -1.96651 3.10861
N 0.13128 -5.63630 5.76978
N -1.54033 -1.70045 -8.19671
C 2.03229 2.89652 9.84870
C 2.37072 2.33889 -4.31132
C 2.87716 3.60414 -4.55723
C -1.75402 0.61267 -0.33919
C 2.21134 4.20230 -2.34892
C -1.64214 2.08920 -0.75519
C -0.59270 1.68005 -7.56978
C 2.79654 4.55854 -3.55494
C 4.30458 2.48696 9.25771
C -0.15669 3.65001 -5.75701
C 2.46916 -1.74440 3.33381
C -2.57486 2.04009 1.25266
C -2.07902 -4.31624 6.83026
C 1.66615 2.05909 8.80612
C -0.18152 -1.44903 0.10433
C 1.80444 2.08088 -3.07145
C -1.73471 -2.94415 -10.23498
C -2.50287 -3.90580 -9.59841
C 0.67603 -0.52722 4.95781
C 2.02545 -0.30611 5.18813
C 0.05359 -4.30700 5.76556
C -1.27998 -1.86558 -9.49143
C 2.94094 -0.93292 4.35515
C -1.02489 -3.60258 6.28363
C -2.01216 -5.70028 6.83742
C -0.88853 -6.30836 6.29807
C -0.37864 -0.06000 -0.44147
C -2.27971 -2.63086 -7.59765
C -1.35129 1.82677 -6.41763
C -2.78180 -3.74694 -8.25073
C 0.43141 2.58335 -7.80407
C 3.38124 3.11403 10.07862
C 3.83508 1.67002 8.24069
C 0.65641 3.59126 -6.87854
C 0.30504 -1.36313 3.91585
H -0.48922 -2.19121 -0.63062
H 3.17693 5.56054 -3.70114
H -0.74282 -1.56097 3.71231
H 3.70704 3.76071 10.88294
H -3.37662 -4.47134 -7.71146
H 1.37062 1.12046 -2.83278
H 4.52982 1.16469 7.57774
H 1.04722 2.50197 -8.69113
H -3.61857 -2.37950 -1.04665
H 1.27529 3.36476 10.46256
H -1.03313 -2.52211 6.25688
H -5.15501 -0.33000 -0.02190
H 1.44689 4.31686 -7.01675
H 2.34265 0.33775 6.00002
H -1.49142 -3.02425 -11.28562
H 2.40188 1.56410 -5.06557
H -0.00452 4.41718 -5.00466
H 0.86758 -1.61424 0.33591
H 0.28500 0.62703 0.09291
H -0.67481 -1.09543 -9.95903
H -0.80048 -7.38951 6.28917
H 0.89416 -3.78373 5.32384
H -2.81118 -6.29955 7.25251
H 5.36760 2.62565 9.39879
H 3.32398 3.84461 -5.51374
H -2.87726 -4.76296 -10.14300
H -0.77688 -1.60460 1.00124
H -0.07834 -0.05915 5.57687
H 4.00560 -0.79479 4.48957
H -0.67815 2.45479 -0.39136
H 0.61955 1.86494 8.59889
H 3.16055 -2.24300 2.66244
H -2.15715 1.13526 -6.19824
H -2.93785 -3.80291 7.24385
H 2.13142 4.92436 -1.54332
H -2.47878 -2.47295 -6.54334
H -0.80610 0.86679 -8.24872
```

Values from the calculation:
**Orbital gap**: 0.349 Ha
**LUMO**: 0.3 eV
**Multiplicity**: 1

Atomic partial charges in e from the Löwdin method, atoms 1 to 6:
1. Br 0.91
2. P 0.51
3. F -0.02
4. O 0.03
5. O -0.11
6. O -0.08

# 6
DFT (ωB97M-V/def2-TZVPD) results for one molecule with the formula C11H13N.

Geometry as XYZ:
```
25
Properties=species:S:1:pos:R:3
N 0.63199 -0.75918 2.04238
C 2.35828 -0.46104 -1.85093
C -2.20305 0.52407 -0.15428
C 0.66611 0.37896 -0.19319
C -0.07255 1.10241 0.96605
C -0.66595 -0.17625 1.62187
C 1.72493 -1.48978 -2.17875
C 0.29824 -1.48389 -1.74541
C -0.15362 -0.71884 -0.64746
C -1.25948 1.68273 0.39123
C 1.87123 0.48953 -0.80374
C -1.40210 -0.72115 0.34688
H -2.57265 0.22037 -1.30173
H -0.32254 -2.45914 -1.94002
H 0.26554 1.94097 1.44554
H -3.21732 0.67843 0.42523
H -1.64952 2.32401 1.33622
H 3.20684 -0.08039 -2.31377
H -1.94464 -1.59257 1.03576
H 1.98612 -2.20720 -3.15339
H 0.76157 -1.54984 2.74866
H -1.23133 0.29335 2.39796
H -1.19365 2.64857 -0.23715
H 2.55765 1.41711 -0.57048
H 1.55989 -0.00124 2.33252
```

Values from the calculation:
**Orbital gap**: 0.348 Ha
**ΔE to the lowest compared entry with this formula, charge and spin**: 154.2 kcal per mole
**LUMO**: 0.9 eV
**Multiplicity**: 1

Atomic partial charges in e from the natural (NBO) method, atoms 1 to 6:
1. N -0.89
2. C -0.23
3. C -0.44
4. C 0.00
5. C -0.29
6. C -0.05

Please write out number 4 again, unchanged.
DFT (ωB97M-V/def2-TZVPD) results for an isolated ion of composition C11H18N3O3S and charge -1.

Geometry as XYZ:
```
36
Properties=species:S:1:pos:R:3
S 1.31121 -1.14115 -2.75501
O 2.24303 2.61659 0.84263
O -1.80755 -3.03616 0.66364
O -2.55925 0.29214 0.03157
N -0.51357 0.91516 0.84003
N 2.40029 1.00621 -0.72712
N -1.44166 -1.99905 -1.32283
C -1.09783 1.88570 1.77403
C -0.59676 -0.90062 -0.87480
C 0.88659 0.90910 2.70427
C 1.90828 1.49287 0.41531
C -2.87616 -4.01374 -1.12521
C 3.29599 1.76733 -1.57197
C -0.09170 -0.19819 -2.12310
C -0.04983 2.11460 2.88616
C -1.99269 -2.93477 -0.52775
C -1.30811 0.13841 0.05255
C 0.89964 0.63017 1.21456
H -0.53345 2.06773 3.88676
H -2.00716 1.42124 2.16754
H -1.58661 -2.02343 -2.28167
H 1.20472 -0.42334 1.12050
H 4.20639 2.04284 -1.04868
H 0.20847 -1.35441 -0.30185
H -1.31353 2.81734 1.25558
H -3.76486 -3.53459 -1.47472
H 0.22437 0.85340 -1.99249
H 0.49591 3.04741 2.72114
H 1.85009 1.11124 3.15194
H -0.87384 -0.20369 -2.88544
H -3.16329 -4.77634 -0.38116
H 2.74760 2.61016 -2.02612
H 2.06016 0.10314 -1.11828
H 0.42154 -0.00482 3.19282
H -2.35004 -4.45431 -1.98321
H 3.56363 1.15583 -2.39964
```

Values from the calculation:
**Orbital gap**: 0.255 Ha
**Total charge**: -1
**ΔE to the lowest compared entry with this formula, charge and spin**: 0.0 kcal per mole
**LUMO**: 3.3 eV
**Multiplicity**: 1

Atomic partial charges in e from the natural (NBO) method, atoms 1 to 6:
1. S -0.65
2. O -0.69
3. O -0.65
4. O -0.66
5. N -0.44
6. N -0.64